1.
C11H9N3O | wB97M-V/def2-TZVPD

## Properties
Expectation value of S²: 2.05
Multiplicity: 3
Electronic energy in eV: -18062.96107

Cartesian coordinates (Å):
H -2.321 2.145 4.183
C 3.319 -1.513 -1.420
C 0.812 -0.672 -0.837
N -2.443 -1.416 -2.031
C -1.582 0.820 1.435
C 1.487 -1.364 0.130
C 2.643 -0.798 -2.382
H -3.745 1.495 3.126
O -1.810 0.901 2.783
C -1.739 -0.868 -1.289
H 4.284 -1.723 -1.705
H -2.051 1.645 0.981
H 0.963 -1.491 1.132
C -0.780 -0.091 -0.435
C 2.832 -1.775 -0.142
C -2.671 1.927 3.188
H -2.606 2.871 2.395
H 3.144 -0.691 -3.379
C -0.920 1.191 -1.024
C 1.347 -0.375 -2.049
N -1.170 2.241 -1.366
H 3.321 -2.486 0.468
H 0.659 0.195 -2.709
N -0.975 -0.167 0.944

2.
C11H9O3P | wB97M-V/def2-TZVPD

## Properties
Structure (SMILES): CP(O)c1cccc2c1C(=O)C=CC2=O
Electronic energy in eV: -26978.14133

Cartesian coordinates (Å):
O -4.004 0.521 1.112
H 3.335 -1.434 0.846
H -2.132 2.231 2.346
O 2.415 0.204 -2.571
H 1.840 -2.023 -0.033
H -4.117 -1.893 -0.250
H 2.278 1.124 -2.889
C -0.300 0.083 -0.174
C -1.285 1.826 1.683
O 0.234 -1.668 -1.938
H 0.309 3.365 2.613
C 2.891 -1.582 -0.213
C 0.108 2.519 1.878
H -2.257 -2.791 -1.677
C -0.579 -1.145 -1.137
C 1.067 0.786 0.049
C 1.298 1.982 1.044
H 3.545 -2.223 -0.890
H 2.347 2.447 1.160
C -1.512 0.636 0.680
C -3.112 -1.339 -0.283
P 2.645 0.203 -0.872
C -2.975 0.008 0.586
C -2.039 -1.836 -1.068

3.
C12H10AuN2O5 | wB97M-V/def2-TZVPD

## Properties
Expectation value of S²: 0.75
Multiplicity: 2
Electronic energy in eV: -29513.75593

Cartesian coordinates (Å):
O -1.261 1.505 -1.015
H -0.397 4.212 1.846
H -3.240 1.775 -0.723
C 1.259 -2.401 -2.041
H -2.640 4.100 2.949
C -0.864 3.266 2.080
C 3.658 -1.276 -1.402
N -0.763 0.913 2.022
H 2.450 -0.179 0.027
H 4.588 -0.804 -1.118
C -2.106 3.195 2.688
C -0.207 2.100 1.750
H -2.325 -0.194 2.718
C 2.385 -2.811 -2.720
O -1.143 -2.414 -1.779
O -2.603 -0.020 -0.055
Au -0.638 -1.017 -0.271
O -0.109 -0.205 1.723
O -0.209 -3.832 -3.229
H 4.512 -2.540 -2.901
H 2.266 -3.565 -3.487
H -3.634 1.855 3.401
C -1.971 0.815 2.589
C 3.606 -2.237 -2.389
C -2.362 1.122 -0.621
C -2.661 1.960 2.943
N 1.320 -1.480 -1.093
H 0.752 2.041 1.262
C 2.480 -0.918 -0.762
C -0.141 -2.964 -2.389

4.
C12H10BF6N3Pd | wB97M-V/def2-TZVPD

## Properties
Electronic energy in eV: -37541.90383

Cartesian coordinates (Å):
F -3.624 -0.008 -0.220
H -1.800 -0.446 5.319
C -1.137 1.877 -0.786
C 3.781 -0.295 -2.137
F -2.099 2.517 -0.097
H 3.836 -0.356 -4.283
C 1.827 -0.317 -3.545
H 4.857 -0.299 -2.031
C 0.367 -0.363 2.223
C -1.154 -0.423 4.453
H 0.681 -0.427 5.567
C 2.983 -0.257 -1.010
C 1.601 -0.245 -1.162
C 0.222 -0.412 4.588
F -4.908 0.793 -1.976
C -1.701 -0.409 3.172
F 0.060 2.386 -0.404
Pd -1.361 0.010 -0.285
H -0.063 -0.272 -2.507
H -2.772 -0.418 3.012
H 3.414 -0.231 -0.019
F -4.558 -1.477 -1.739
H 2.089 -0.377 3.480
C 3.205 -0.326 -3.405
N 0.701 -0.210 -0.035
H 1.375 -0.345 -4.527
C 1.018 -0.273 -2.418
N 1.234 -0.348 1.071
N -0.948 -0.379 2.082
C 1.009 -0.384 3.444
F -2.812 -0.097 -2.346
H -1.282 2.021 -1.858
B -4.038 -0.208 -1.621

5.
C12H10BeClF5 | wB97M-V/def2-TZVPD

## Properties
Net charge: -2
Electronic energy in eV: -39116.93052

Cartesian coordinates (Å):
H 1.269 -1.163 -2.924
H -1.987 1.934 -1.294
H -1.530 -2.375 -1.965
C 1.857 1.066 -0.475
F -1.394 0.234 2.532
H 1.103 1.535 -2.515
C -1.513 -0.134 -2.036
C 1.402 0.788 -1.785
C 2.213 -0.177 0.149
Cl 0.107 -2.431 1.120
H -3.060 0.633 0.816
C 0.850 0.908 2.812
F 1.359 -0.280 3.191
H 2.750 -0.304 1.086
C -2.199 -1.236 -0.126
F 0.393 1.546 3.934
F -0.637 1.963 1.288
C 1.991 -1.219 -0.818
H -1.176 0.076 -3.062
H -2.730 -1.992 0.449
C -1.937 0.848 -1.113
F 1.863 1.677 2.297
C -1.689 -1.398 -1.467
C 1.499 -0.629 -1.995
H 2.251 -2.268 -0.683
C -2.410 0.195 0.060
H 2.014 2.062 -0.060
Be -0.369 -0.616 0.738
C -0.287 0.757 1.846

6.
C12H10Br2O | wB97M-V/def2-TZVPD

## Properties
Electronic energy in eV: -154732.75714

Cartesian coordinates (Å):
C 3.578 1.573 -0.497
O -4.243 -2.186 0.200
H -2.166 -1.601 2.453
C 0.123 -0.787 -0.839
C 2.376 -0.234 -1.660
C -1.495 -2.359 2.062
H 0.563 0.804 0.963
H -2.153 0.026 0.848
H -3.906 0.072 1.152
C 3.535 0.567 -1.463
C -0.877 -1.506 -0.799
C -2.102 -2.080 -0.704
C -3.090 -0.014 0.414
H 4.519 0.400 -1.907
H 2.434 2.705 0.797
C 1.326 -0.073 -0.768
H -3.252 0.354 -0.613
Br -1.667 -4.164 2.484
C -3.211 -1.516 0.089
H -2.215 -3.021 -1.186
H 4.521 2.220 -0.667
Br 0.280 -1.664 2.079
H 2.288 -1.068 -2.354
C 2.495 1.779 0.283
C 1.383 0.930 0.245

7.
C12H10Cl5FeIN3O4 | wB97M-V/def2-TZVPD

## Properties
Expectation value of S²: 8.76
Multiplicity: 6
Electronic energy in eV: -130368.55593

Cartesian coordinates (Å):
C -0.178 -2.330 -2.135
H 1.061 -3.715 -0.405
C -1.400 0.127 1.164
H -1.902 -1.260 -2.805
C 1.913 -1.983 0.573
Cl -4.212 -0.010 4.729
C -3.573 -0.429 2.140
H 3.881 2.090 0.382
O 1.712 -0.673 0.469
C -3.157 0.061 3.378
C 2.088 2.266 -0.533
C -2.691 -0.372 1.063
N 2.978 1.674 0.239
H -0.906 0.861 -2.781
C -1.049 0.652 2.402
C 0.729 -2.786 0.053
N -0.043 -1.949 -0.849
H 2.756 0.735 0.600
C 2.429 3.590 -1.154
O 0.132 -3.402 -2.629
H 0.598 0.266 -2.848
I 2.927 3.262 -3.203
N -0.332 0.079 -2.483
C -0.829 -1.221 -2.977
Cl -1.390 1.268 5.024
Cl -5.151 -1.086 1.967
Fe 0.042 -0.060 -0.326
Cl 0.506 1.414 2.569
H 1.557 4.234 -1.139
H 3.279 4.077 -0.688
C -1.889 0.624 3.512
Cl -3.259 -0.918 -0.484
O 2.911 -2.449 1.060
H -0.633 -1.380 -4.036
O 0.966 1.772 -0.786
H 0.129 -3.030 0.938

8.
C12H10ClN4O8S5Yb | wB97M-V/def2-TZVPD

## Properties
Net charge: -2
Expectation value of S²: 0.75
Multiplicity: 2
Electronic energy in eV: -133176.09057

Cartesian coordinates (Å):
H 4.235 -8.691 2.166
N 1.824 -17.488 2.104
H 4.340 -10.995 3.225
C 2.691 -11.747 2.157
O 1.422 -14.249 6.295
O -0.295 -15.781 5.821
S 1.993 -20.058 2.314
H 5.661 -17.841 0.484
C 5.016 -16.981 0.380
H 0.889 -10.024 -0.090
N 3.624 -13.523 -0.357
N 3.156 -15.633 0.614
O -0.043 -13.976 4.328
S 5.512 -15.554 -0.428
H 4.115 -19.688 1.033
N 0.010 -18.447 3.293
C 3.005 -17.855 1.550
S 0.659 -12.723 0.592
O -1.109 -17.889 0.829
C 3.523 -9.459 1.932
C 1.699 -11.475 1.172
Cl 0.670 -14.854 5.240
O -1.001 -15.947 2.331
Yb 1.048 -15.042 1.975
H -0.730 -19.118 3.003
O 1.560 -15.671 4.371
H 4.223 -12.729 -0.053
S 2.742 -13.240 2.978
C 3.974 -14.805 0.021
C 3.751 -16.835 0.862
C 1.136 -18.502 2.534
O -2.374 -15.741 0.327
H 2.370 -8.165 0.639
C 2.534 -9.176 1.023
H -0.420 -17.452 3.245
C 3.333 -19.185 1.585
S -1.157 -16.405 0.851
C 1.677 -10.189 0.614
O 0.024 -15.799 0.188
H 2.661 -13.255 -0.083
C 3.574 -10.740 2.459

Computed ΔE to the lowest compared entry with this formula, charge and spin, in the same sequence as the records: 1.229; 5.799; 0.000; 0.941; 1.493; 6.067; 0.000; 1.073 eV.